The following is a quantum chemistry calculation of a cluster of 14 separate species, C64H152B6F24N8O4 in total, from OMol25.

```
258
C64H152B6F24N8O4, DFT ωB97M-V/def2-TZVPD
C 2.33 3.26 4.05
C 1.54 4.22 3.24
C 0.25 4.72 3.90
N -0.63 5.65 2.99
C -1.69 6.25 3.96
C 0.16 6.79 2.20
C 0.32 6.15 0.80
C -1.01 5.36 0.58
C -1.35 4.80 1.97
H 2.99 3.64 4.83
H 3.01 2.84 3.31
H 1.64 2.54 4.49
H 1.48 3.75 2.26
H 2.15 5.07 2.95
H 0.61 5.35 4.71
H -0.45 4.02 4.36
H -2.45 6.77 3.38
H -1.21 7.06 4.52
H -2.05 5.40 4.53
H -0.44 7.69 2.07
H 1.05 7.00 2.78
H 0.54 6.87 0.01
H 1.16 5.46 0.68
H -1.84 5.94 0.17
H -0.88 4.56 -0.14
H -2.44 4.85 2.07
H -1.11 3.74 2.05
C -0.92 -3.72 -2.88
C -1.01 -4.35 -4.24
C -1.77 -3.67 -5.38
N -1.75 -4.42 -6.74
C -0.27 -4.52 -7.26
C -2.56 -3.65 -7.78
C -3.18 -4.65 -8.67
C -2.74 -6.04 -8.13
C -2.47 -5.76 -6.69
H -0.58 -2.69 -3.01
H -0.23 -4.13 -2.15
H -1.94 -3.61 -2.51
H -1.40 -5.35 -4.08
H 0.00 -4.56 -4.60
H -1.56 -2.61 -5.50
H -2.84 -3.68 -5.18
H 0.32 -3.61 -7.21
H -0.22 -4.95 -8.26
H 0.18 -5.20 -6.53
H -1.85 -2.99 -8.28
H -3.36 -3.08 -7.30
H -2.95 -4.38 -9.70
H -4.26 -4.63 -8.50
H -1.81 -6.44 -8.54
H -3.56 -6.75 -8.22
H -1.82 -6.41 -6.09
H -3.36 -5.63 -6.08
C 1.06 0.52 -2.09
C 0.63 -0.56 -1.16
C 0.96 -0.13 0.29
N 0.18 -1.07 1.33
C 0.21 -2.60 1.05
C -1.31 -0.65 1.39
C -1.34 0.67 2.21
C -0.07 0.62 3.07
C 0.66 -0.71 2.81
H 0.42 1.40 -2.00
H 1.06 0.09 -3.09
H 2.00 1.03 -1.87
H 1.30 -1.39 -1.39
H -0.31 -1.05 -1.41
H 0.69 0.92 0.45
H 2.04 -0.21 0.44
H -0.49 -2.91 0.27
H -0.09 -3.16 1.94
H 1.20 -2.92 0.74
H -1.92 -1.41 1.87
H -1.73 -0.58 0.38
H -2.20 0.64 2.87
H -1.50 1.55 1.59
H -0.27 0.80 4.13
H 0.55 1.46 2.75
H 0.22 -1.41 3.52
H 1.74 -0.60 2.90
C 5.62 -0.20 1.24
C 6.88 0.27 0.43
C 6.66 1.10 -0.85
N 7.84 1.98 -1.34
C 8.82 0.97 -1.92
C 7.33 2.93 -2.47
C 7.17 4.30 -1.87
C 8.31 4.31 -0.86
C 8.33 2.91 -0.25
H 5.25 0.59 1.90
H 5.97 -1.08 1.77
H 4.82 -0.43 0.54
H 7.46 -0.60 0.11
H 7.47 0.76 1.20
H 5.81 1.72 -0.58
H 6.29 0.37 -1.57
H 8.40 0.55 -2.84
H 8.91 0.22 -1.13
H 9.74 1.54 -2.03
H 8.13 3.04 -3.21
H 6.45 2.53 -2.98
H 7.30 5.16 -2.53
H 6.17 4.58 -1.55
H 9.19 4.52 -1.47
H 8.23 5.16 -0.18
H 9.33 2.65 0.08
H 7.76 2.77 0.67
C -6.36 -0.91 -4.10
C -5.80 0.52 -4.53
N -4.43 0.55 -5.15
C -4.74 -0.27 -6.46
C -4.00 2.01 -5.54
C -2.54 2.11 -6.10
C -3.38 -0.24 -4.24
C -3.00 0.32 -2.91
O -2.44 1.63 -2.99
C -2.89 2.66 -2.10
H -6.80 -1.38 -4.98
H -7.10 -0.76 -3.32
H -5.68 -1.60 -3.59
H -5.62 1.14 -3.65
H -6.44 1.04 -5.23
H -5.56 0.13 -7.06
H -5.12 -1.26 -6.20
H -3.83 -0.27 -7.05
H -4.14 2.63 -4.66
H -4.78 2.28 -6.26
H -2.37 1.51 -6.99
H -1.81 1.96 -5.31
H -2.44 3.10 -6.54
H -2.49 -0.42 -4.85
H -3.84 -1.22 -4.10
H -2.22 -0.33 -2.53
H -3.81 0.35 -2.18
H -2.67 2.42 -1.06
H -3.97 2.62 -2.01
H -2.42 3.62 -2.32
C 3.88 1.39 -4.35
C 3.60 1.80 -5.83
N 2.89 3.14 -5.99
C 3.53 4.26 -5.06
C 3.20 3.59 -7.46
C 2.54 2.71 -8.52
C 1.36 3.16 -5.73
C 0.81 3.35 -4.35
O 0.94 4.74 -4.10
C 0.30 5.07 -2.94
H 4.39 0.43 -4.37
H 3.01 1.19 -3.72
H 4.54 2.15 -3.92
H 2.96 1.01 -6.22
H 4.53 1.79 -6.40
H 3.07 5.17 -5.45
H 4.60 4.35 -5.25
H 3.38 4.08 -4.00
H 4.29 3.57 -7.53
H 2.87 4.62 -7.59
H 2.91 1.68 -8.62
H 2.66 3.05 -9.55
H 1.46 2.71 -8.42
H 0.95 2.22 -6.10
H 0.95 3.94 -6.36
H 1.28 2.73 -3.58
H -0.25 3.11 -4.34
H 0.87 4.80 -2.05
H -0.69 4.65 -2.78
H 0.22 6.15 -3.02
C -7.02 -1.93 2.38
C -6.80 -1.80 3.93
N -5.39 -2.16 4.33
C -4.31 -1.32 3.63
C -5.18 -1.74 5.86
C -3.89 -2.11 6.67
C -5.13 -3.56 3.96
C -6.09 -4.69 4.42
O -6.43 -4.48 5.79
C -6.06 -5.60 6.55
H -8.02 -1.62 2.08
H -6.89 -2.90 1.91
H -6.34 -1.29 1.81
H -7.56 -2.22 4.60
H -6.89 -0.72 4.08
H -4.17 -1.60 2.58
H -3.32 -1.50 4.07
H -4.52 -0.26 3.60
H -6.12 -2.11 6.28
H -5.24 -0.66 5.99
H -3.51 -3.14 6.70
H -3.87 -1.93 7.74
H -3.07 -1.50 6.29
H -4.12 -3.70 4.36
H -5.04 -3.67 2.88
H -5.57 -5.61 4.15
H -7.00 -4.74 3.82
H -6.54 -6.52 6.20
H -6.51 -5.45 7.53
H -4.98 -5.68 6.67
C -0.06 -4.20 8.63
C 1.45 -4.44 8.18
N 2.26 -3.03 8.14
C 2.14 -2.23 9.46
C 3.73 -3.40 8.09
C 4.27 -4.14 6.84
C 1.78 -2.23 6.93
C 2.59 -1.02 6.48
O 2.17 -0.01 7.30
C 3.02 1.17 7.06
H -0.56 -3.47 7.99
H -0.08 -3.74 9.62
H -0.61 -5.13 8.70
H 1.47 -4.89 7.19
H 2.03 -5.11 8.82
H 2.46 -2.93 10.23
H 1.12 -1.86 9.54
H 2.75 -1.33 9.51
H 3.92 -4.07 8.93
H 4.29 -2.48 8.26
H 5.35 -4.06 6.94
H 3.92 -3.65 5.93
H 4.02 -5.20 6.87
H 0.75 -1.92 7.11
H 1.71 -2.99 6.16
H 2.41 -0.85 5.42
H 3.67 -1.15 6.53
H 2.63 2.05 7.58
H 3.15 1.48 6.03
H 4.00 1.14 7.54
B -1.13 -3.62 4.71
F -1.76 -3.39 3.54
F -1.20 -2.61 5.64
F -1.67 -4.74 5.26
F 0.24 -3.92 4.50
B -4.93 -2.20 -0.66
F -6.09 -1.95 -1.19
F -4.61 -1.19 0.20
F -5.00 -3.35 0.03
F -3.90 -2.12 -1.60
B -3.68 2.67 4.70
F -4.66 1.75 4.87
F -2.40 2.17 4.92
F -3.73 3.24 3.47
F -3.97 3.66 5.60
B 3.05 3.16 -0.30
F 3.52 2.81 -1.52
F 3.53 4.40 -0.03
F 1.64 3.12 -0.15
F 3.48 2.29 0.69
B 0.27 -0.54 -6.55
F 1.10 -1.64 -6.46
F 0.79 0.30 -7.55
F -0.99 -0.93 -7.06
F 0.25 0.09 -5.25
B 4.04 -3.52 2.09
F 3.59 -2.27 1.68
F 3.25 -4.52 1.57
F 5.34 -3.55 1.61
F 4.07 -3.58 3.51
```

As for the net charge: +2. For the total energy, the calculation gives -5815.20230 Eh. Its HOMO energy is -0.45398 hartree. As for the orbital gap: 9.216 eV.

Mulliken atomic charge list, values in e, 99 entries:
1. C -1.63
2. C 1.12
3. C -1.20
4. N 0.51
5. C -1.10
6. C -0.95
7. C 0.08
8. C 0.15
9. C 0.24
10. H 0.54
11. H 0.30
12. H 0.21
13. H -0.72
14. H 0.63
15. H 0.57
16. H 0.31
17. H 0.47
18. H 0.36
19. H 0.37
20. H 0.39
21. H 0.36
22. H 0.73
23. H -0.53
24. H 0.41
25. H -0.23
26. H 0.49
27. H -0.91
28. C -1.02
29. C -0.72
30. C 0.32
31. N 0.42
32. C -0.88
33. C -0.09
34. C -0.60
35. C -0.81
36. C -0.62
37. H -0.18
38. H 0.56
39. H 0.25
40. H 0.31
41. H 0.47
42. H -0.38
43. H 0.32
44. H 0.16
45. H 0.44
46. H 0.41
47. H 0.38
48. H -0.12
49. H 0.35
50. H 0.33
51. H 0.28
52. H 0.47
53. H 0.51
54. H 0.35
55. C 0.66
56. C 0.02
57. C -0.17
58. N 0.78
59. C -0.32
60. C 0.43
61. C 0.90
62. C 0.61
63. C 0.67
64. H -0.15
65. H 0.15
66. H -0.59
67. H 0.41
68. H -0.49
69. H -0.15
70. H 0.10
71. H -0.08
72. H 0.00
73. H 0.39
74. H -0.09
75. H -0.63
76. H -0.64
77. H -0.24
78. H 1.47
79. H -1.42
80. H -1.17
81. H 0.37
82. C -0.91
83. C -0.80
84. C -0.83
85. N 0.67
86. C -1.01
87. C -0.26
88. C -0.31
89. C -0.61
90. C -0.58
91. H 0.20
92. H 0.49
93. H 0.04
94. H 0.46
95. H 0.32
96. H 0.47
97. H 0.33
98. H 0.34
99. H 0.38